(1)
{"formula": "C32H45BBrInNO2P", "method": "ωB97M-V/def2-TZVPD", "species": ["C", "H", "C", "C", "C", "H", "C", "C", "In", "H", "H", "H", "H", "B", "H", "H", "C", "C", "H", "H", "H", "C", "H", "H", "C", "C", "H", "H", "H", "H", "C", "H", "H", "H", "H", "H", "H", "O", "H", "H", "C", "C", "H", "C", "C", "H", "H", "H", "C", "C", "C", "H", "C", "C", "N", "O", "C", "C", "C", "H", "H", "C", "H", "H", "H", "H", "C", "H", "H", "H", "P", "C", "C", "C", "H", "H", "Br", "H", "H", "C", "H", "C", "H", "C"], "xyz": [[-2.017, 5.543, -3.993], [1.539, -2.416, -1.329], [4.399, -2.066, 0.482], [3.058, -1.618, -0.037], [3.630, -1.401, 3.654], [5.097, -1.243, 0.725], [2.073, 1.764, -0.042], [1.943, 1.731, 2.465], [-1.266, -1.373, 0.137], [4.496, 0.537, 2.017], [1.187, -2.026, 4.838], [4.571, -1.676, 3.113], [-1.553, 5.848, -6.109], [-2.086, 0.367, -1.068], [-3.325, -7.064, 0.127], [3.936, 0.094, -1.228], [-3.611, 4.350, -2.538], [-2.120, 5.144, -5.493], [-1.985, -6.188, -1.631], [1.151, -3.315, 2.215], [3.649, -2.032, 4.539], [-4.373, -5.083, 3.466], [4.444, -2.801, 1.294], [2.236, -0.415, -1.659], [-3.255, -5.290, 1.372], [2.301, -1.594, 2.995], [3.792, -0.388, 3.992], [2.957, -3.446, -1.197], [-1.626, 4.184, -5.649], [-0.651, 3.227, -3.780], [-1.915, 2.187, -2.309], [0.161, 5.261, -4.051], [-2.341, 7.661, -3.961], [-3.065, 6.867, -2.558], [2.165, 2.830, 0.175], [0.162, -1.153, 3.675], [1.701, -3.517, 0.049], [-3.243, 1.080, -0.850], [-4.507, -6.790, 2.157], [4.861, -2.622, -0.347], [1.175, -1.240, 4.053], [-2.357, 4.336, -3.169], [2.440, 2.701, 2.578], [-2.149, -5.550, -0.780], [4.059, 1.140, 1.225], [-5.039, -5.426, 4.219], [-3.173, 5.041, -5.759], [2.995, -3.467, 2.228], [-0.531, 6.008, -3.682], [-2.753, -3.973, 1.493], [2.078, -3.098, 2.755], [-1.343, -3.662, -1.624], [-1.809, -4.175, -0.718], [2.273, -2.814, -0.625], [0.482, -0.953, 0.940], [-1.238, 1.041, -1.945], [-2.915, 6.793, -3.637], [-2.061, -3.412, 0.385], [-3.960, 3.256, -1.657], [2.036, 1.207, 3.386], [4.324, 2.168, 1.404], [-1.554, 3.204, -3.128], [1.434, -0.282, 4.612], [-0.278, 6.284, -2.664], [-4.163, -3.088, 4.401], [1.994, -3.611, 3.699], [-2.877, -6.071, 0.289], [-4.926, 3.195, -1.247], [-3.793, 6.892, -4.235], [2.663, 1.596, -0.901], [1.944, -0.789, 1.275], [-3.870, -3.744, 3.565], [3.240, -0.737, -1.275], [-4.133, -5.798, 2.353], [-4.168, 5.225, -2.463], [-0.300, 6.900, -4.241], [-2.751, -1.364, 2.690], [4.521, 0.899, 0.296], [1.019, 1.590, -0.256], [-3.147, 2.196, -1.685], [3.695, -1.428, -2.009], [2.539, 1.035, 1.275], [0.915, 2.031, 2.299], [-3.104, -3.214, 2.622]], "mulliken_charge": [2.05, 0.30, -1.96, 2.41, -2.00, 0.23, -2.23, -1.87, -0.25, 0.36, 0.53, 0.22, 0.40, 0.40, 0.27, 0.35, -0.79, -1.52, 0.40, 0.03, 0.52, -0.77, 0.36, 0.32, 0.69, 2.10, 0.32, 0.51, 0.35, 0.34, 0.30, 0.37, 0.47, 0.53, 0.57, 0.01, 0.11, -0.46, 0.38, 0.54, -1.49, 0.44, 0.53, -0.94, -2.01, 0.40, 0.39, 0.28, -1.72, 0.67, -1.65, 0.19, -0.37, -1.46, -0.10, -0.43, -2.12, 0.27, -1.33, 0.35, 0.57, -0.75, 0.37, 0.38, 0.36, 0.68, -0.70, 0.46, 0.35, 0.35, 0.63, -0.31, -2.22, -0.85, 0.59, 0.51, -0.18, 0.23, 0.36, 0.71, 0.59, 2.35, 0.25, 0.47], "total_energy_ev": -124680.9966, "lumo_ev": 0.6, "orbital_gap_ev": 8.257, "homo_ev": -7.7}



(2)
{"formula": "C32H45F4NO31S2", "method": "ωB97M-V/def2-TZVPD", "species": ["C", "O", "H", "H", "C", "H", "H", "C", "O", "C", "C", "H", "H", "C", "H", "H", "H", "O", "H", "H", "O", "H", "C", "H", "C", "H", "O", "O", "H", "C", "H", "H", "O", "H", "C", "H", "O", "C", "O", "C", "O", "H", "O", "O", "H", "C", "O", "H", "H", "O", "C", "F", "F", "C", "H", "C", "O", "O", "H", "O", "C", "H", "C", "C", "N", "H", "C", "C", "C", "O", "F", "H", "O", "O", "O", "H", "H", "H", "H", "H", "O", "H", "H", "O", "C", "S", "F", "H", "C", "H", "C", "O", "C", "H", "O", "O", "C", "H", "O", "C", "C", "H", "C", "C", "H", "O", "O", "H", "H", "S", "O", "C", "H", "H", "O"], "xyz": [[4.680, -1.182, 10.117], [-0.536, -0.027, -12.097], [-6.308, -3.850, 1.489], [3.053, 0.236, 2.255], [8.424, -1.386, 4.644], [2.017, -0.256, 4.734], [1.101, 3.779, -2.655], [2.432, -1.054, 4.030], [-5.833, -2.067, 0.581], [4.831, -0.392, 8.026], [2.765, 3.443, -1.311], [3.166, 4.388, -0.943], [-1.905, -0.249, -9.202], [-3.258, -0.742, -1.506], [5.447, -0.697, 10.728], [9.364, -3.431, 6.289], [-2.599, -0.112, -11.859], [9.672, -0.966, 4.987], [-1.681, -1.500, -11.235], [1.543, -2.899, 5.108], [5.245, -0.199, 6.922], [-0.358, 0.020, -6.360], [-1.683, -0.412, -11.349], [-4.744, -3.836, 0.644], [-5.199, 3.086, -7.296], [4.000, -1.472, 5.533], [-4.294, -0.471, -2.441], [-3.210, 2.441, -8.224], [-6.994, -4.823, -0.592], [1.464, -2.354, 4.118], [10.912, -1.613, 6.523], [2.250, -1.438, 1.856], [1.567, 0.540, -11.489], [4.618, -0.485, 4.141], [-2.379, 4.309, 0.843], [8.526, -2.509, 7.558], [-0.605, -1.553, -5.025], [0.428, 0.325, -11.203], [7.885, -2.176, 5.611], [8.919, -2.463, 6.542], [-3.010, 4.947, 1.863], [-4.225, 4.174, 3.361], [-0.075, 0.401, -9.941], [-1.539, 4.807, 0.153], [-3.655, -0.791, -0.491], [-3.783, 3.396, -9.005], [-7.312, -0.612, -0.325], [-0.691, 0.469, -4.672], [1.700, 0.652, -4.648], [0.073, -1.194, 6.367], [-2.321, 0.408, -1.697], [-0.168, 1.209, 4.771], [-0.611, -4.536, 3.270], [-6.463, -3.874, -0.674], [1.226, 0.000, 2.376], [-1.342, 0.427, 4.748], [-2.825, 3.031, 0.706], [1.380, -1.299, -4.004], [9.635, -0.464, 6.979], [0.842, 2.205, -1.324], [-6.881, -1.721, -0.220], [-5.940, 2.337, -7.589], [-0.159, -0.235, -5.318], [-5.777, -3.489, 0.603], [0.089, -1.867, 3.771], [-5.000, 4.439, 1.783], [-3.870, 2.479, -6.963], [3.947, -1.377, 4.392], [-3.641, 2.750, 1.839], [1.544, 0.627, 0.131], [-2.251, 0.934, 5.656], [3.355, 3.118, -2.172], [-7.371, -2.801, -0.884], [3.915, 0.396, 8.649], [-2.236, -2.553, 2.593], [-3.037, 2.240, 2.592], [3.331, 0.428, 10.643], [-5.602, 3.682, -6.477], [-2.575, 1.266, -1.069], [1.881, -3.072, 3.324], [0.114, -3.121, -3.563], [0.773, 4.227, -0.966], [-3.963, 1.478, -6.543], [-4.901, 3.905, -8.423], [3.515, -0.280, 9.835], [-0.791, -2.958, 2.768], [-1.854, 0.452, 3.452], [-1.281, 0.133, -1.517], [9.875, -1.324, 6.348], [-5.773, -3.925, -1.521], [0.281, -2.089, -4.142], [-2.523, 0.762, -3.062], [-4.083, 4.112, 2.282], [1.901, -0.620, -5.874], [-4.315, 0.603, -4.432], [-0.161, -2.856, 1.402], [1.299, 3.520, -1.614], [-4.480, 2.108, 1.565], [5.214, -1.428, 8.821], [-1.490, 0.303, -10.046], [1.722, 1.659, -0.445], [2.595, -0.835, 9.632], [-3.763, 0.324, -3.407], [2.237, -0.504, 2.513], [4.307, -2.350, 3.930], [-3.357, 3.742, -10.068], [7.873, -1.099, 3.624], [-3.286, 3.099, -6.277], [-1.915, 1.310, -10.055], [-0.810, -1.342, 5.151], [2.828, 2.438, -0.304], [1.307, -0.298, -5.013], [-2.799, -1.703, -1.755], [4.381, -2.114, 10.597], [-1.958, -2.221, 5.515]], "mulliken_charge": [-0.31, -0.33, 0.29, 0.38, 0.66, 0.12, 0.34, 1.02, -0.28, 0.69, -0.40, 0.32, 0.29, -0.20, 0.28, 0.25, 0.32, -0.33, 0.24, 0.26, -0.50, 0.19, -0.36, 0.25, -0.32, 0.07, -0.27, -0.23, 0.31, -1.33, 0.30, 0.18, -0.54, 0.32, 0.48, 0.25, -0.32, 0.61, -0.30, -0.27, -0.36, 0.35, -0.32, -0.53, 0.34, 0.60, -0.54, -0.01, 0.27, -0.53, 0.24, -0.19, -0.27, -0.35, 0.12, 0.67, -0.17, -0.33, 0.26, -0.11, 0.66, 0.28, 0.21, -0.23, 0.36, 0.26, -0.04, -1.22, 0.33, -0.42, -0.19, 0.25, -0.32, -0.31, -0.39, -0.34, 0.30, 0.30, -0.25, 0.57, -0.56, 0.19, 0.18, -0.35, -0.32, 1.04, -0.16, 0.26, -0.30, 0.26, 0.67, -0.28, -0.44, 0.25, -0.59, -0.51, -0.29, 0.37, -0.31, -0.06, 0.44, 0.23, 0.50, -0.84, 0.29, -0.54, -0.52, 0.15, 0.13, 0.81, -0.34, -0.33, 0.20, 0.29, -0.57], "total_energy_ev": -131412.8380, "lumo_ev": -1.0, "smiles": "CC(C)CN(S(=O)(=O)F)S(=O)(=O)C(F)(F)F.O=C1OCCO1.O=C1OCCO1.O=C1OCCO1.O=C1OCCO1.O=C1OCCO1.O=C1OCCO1.O=C1OCCO1.O=C1OCCO1.O=C1OCCO1", "orbital_gap_ev": 9.731, "homo_ev": -10.8}



(3)
{"formula": "C32H45NO8PReS", "method": "ωB97M-V/def2-TZVPD", "species": ["H", "H", "H", "H", "H", "C", "O", "C", "C", "O", "H", "H", "H", "H", "H", "C", "H", "H", "C", "C", "H", "H", "O", "C", "O", "S", "H", "C", "O", "H", "H", "P", "H", "H", "H", "C", "H", "H", "H", "O", "H", "H", "C", "O", "H", "C", "H", "H", "H", "C", "C", "C", "C", "O", "N", "H", "H", "H", "H", "H", "C", "H", "C", "H", "C", "H", "C", "C", "Re", "C", "C", "C", "H", "C", "C", "C", "C", "H", "H", "C", "H", "C", "H", "H", "H", "H", "C", "C", "C"], "xyz": [[1.847, -2.493, -3.412], [-0.469, -2.300, -2.476], [1.976, 1.825, 2.132], [-5.266, -0.178, 2.142], [2.199, 3.899, 3.915], [0.535, 4.792, 2.746], [0.075, -0.390, 4.107], [-4.432, -0.779, 2.478], [0.024, 0.481, 3.286], [0.287, 2.860, 1.484], [-0.714, -1.717, -0.834], [2.168, 0.177, 1.306], [0.238, 5.283, 3.671], [-3.267, -2.504, -4.413], [3.397, 1.023, -3.734], [-0.525, 3.794, 2.309], [-0.084, 0.363, -4.726], [2.291, 0.680, -5.050], [-2.304, -1.859, 2.004], [-2.220, -2.254, 3.325], [1.353, -1.947, 0.869], [-1.138, 3.418, 4.374], [-2.423, 0.383, -0.429], [1.250, 2.522, 2.536], [-2.973, 1.725, 3.980], [-3.618, -0.527, -0.038], [2.919, -2.428, 0.178], [0.961, 2.043, -3.094], [-0.199, 0.214, 1.987], [0.681, 5.555, 1.985], [-0.216, -3.386, -1.120], [1.556, -0.113, -1.397], [0.111, 2.235, -2.445], [-1.514, -2.104, 1.309], [4.438, -1.340, -1.013], [-3.567, -3.258, -0.626], [3.583, -0.841, 1.118], [-3.293, -0.644, -2.785], [4.173, 2.277, -0.245], [-1.275, 2.800, -0.466], [-3.437, -4.841, -3.617], [-1.351, -2.796, 3.669], [-0.947, 2.872, 3.454], [-1.070, 3.979, -0.912], [0.676, 2.338, -4.106], [2.571, 0.381, -4.038], [3.511, 2.207, -1.867], [1.778, 2.688, -2.790], [-3.651, -5.316, -1.206], [3.188, 0.417, -0.641], [-3.438, -4.026, -2.905], [-3.239, -1.926, 4.214], [2.205, -2.699, -2.406], [-2.362, 1.792, 1.835], [0.354, 0.544, -0.558], [2.927, -0.648, -4.089], [3.803, 0.872, 1.372], [0.745, 1.996, 4.600], [-3.160, -2.231, 5.249], [-5.116, -0.926, 4.499], [0.142, -0.159, -3.794], [2.432, 2.477, -0.490], [-2.199, 2.070, 3.126], [2.097, -3.773, -2.237], [-3.354, -1.670, -2.447], [5.303, 0.165, -0.763], [3.317, 1.936, -0.832], [-3.445, -1.954, -1.086], [-0.893, 1.380, 0.499], [-3.339, -2.714, -3.354], [1.840, -2.480, 0.051], [1.787, 3.896, 2.908], [-0.747, -0.113, -3.162], [3.170, 0.133, 0.878], [0.316, 1.944, 3.603], [1.387, -1.976, -1.328], [-3.416, -1.126, 1.596], [1.562, -3.534, 0.123], [-1.323, 4.184, 1.687], [-3.558, -4.294, -1.551], [0.348, -1.197, -4.045], [-4.341, -1.196, 3.796], [2.573, 4.192, 2.216], [4.525, -0.139, -2.309], [3.268, -2.470, -2.364], [-3.673, -3.469, 0.427], [-0.094, -2.355, -1.460], [4.421, -0.274, -1.236], [1.340, 0.553, -3.142]], "lowdin_spin": [0.00, 0.00, 0.00, 0.00, 0.00, 0.00, 0.00, 0.00, 0.00, 0.02, 0.00, 0.00, 0.00, 0.00, 0.00, 0.00, 0.00, 0.00, 0.00, 0.00, 0.00, 0.00, 0.00, 0.00, 0.00, 0.00, 0.00, 0.00, -0.02, 0.00, 0.00, 0.06, 0.00, 0.00, 0.00, 0.00, 0.00, 0.00, 0.00, 0.06, 0.00, 0.00, 0.00, 0.12, 0.00, 0.00, 0.00, 0.00, 0.00, 0.02, 0.00, 0.00, 0.00, 0.03, 0.24, 0.00, 0.00, 0.00, 0.00, 0.00, 0.00, 0.00, 0.00, 0.00, 0.00, 0.00, 0.00, 0.00, 0.44, 0.00, 0.00, 0.00, 0.00, 0.00, 0.00, 0.00, 0.00, 0.00, 0.00, 0.00, 0.00, 0.00, 0.00, 0.00, 0.00, 0.00, 0.00, 0.00, 0.00], "total_energy_ev": -74030.4032, "spin_multiplicity": 2, "lumo_ev": [-3.9, -3.7], "orbital_gap_ev": [6.882, 7.640], "homo_ev": [-10.8, -11.4], "total_charge": 1}